# C51H125N7O15

10 unconnected molecules or ions with the total composition C51H125N7O15 (ωB97M-V/def2-TZVPD, the Open Molecules 2025 dataset).

The geometry in XYZ format:
```
198
Properties=species:S:1:pos:R:3:forces:R:3
C 1.331 2.017 6.943 -0.5 -0.4 -0.6
O 0.850 3.116 6.106 0.0 -1.2 0.9
C 0.091 2.677 4.992 -0.4 -1.8 -1.0
C -1.427 2.341 5.237 1.5 2.5 -0.6
N -2.027 3.651 5.531 -0.3 -0.3 1.5
C -2.418 4.469 4.386 0.4 0.6 1.0
C -2.195 6.042 4.534 0.3 -2.1 0.0
O -0.879 6.445 4.166 -1.1 -0.9 0.2
C -0.697 7.822 4.068 1.1 0.3 -0.2
H 1.299 1.065 6.414 0.5 0.1 -0.8
H 0.723 1.693 7.788 -0.6 1.1 0.3
H 2.335 2.184 7.332 -0.1 0.4 -0.4
H 0.520 1.798 4.511 0.6 -0.6 0.4
H 0.199 3.369 4.157 -0.3 0.8 0.5
H -1.557 1.617 6.042 -0.2 0.0 -0.1
H -1.870 2.023 4.293 0.1 -0.6 0.1
H -1.380 4.086 6.174 -0.1 0.6 -0.1
H -3.493 4.302 4.324 -0.1 0.3 -0.6
H -1.929 4.037 3.513 0.0 0.6 -0.5
H -2.341 6.313 5.580 -0.4 0.1 0.1
H -2.987 6.454 3.908 0.2 0.6 -0.1
H -1.283 8.272 3.267 0.0 0.0 -0.2
H 0.375 7.887 3.879 0.0 0.4 -0.5
H -0.825 8.434 4.961 -0.5 -0.4 0.5
C 10.615 10.236 -3.971 -0.7 -0.2 -0.6
O 9.915 9.001 -3.751 1.2 0.5 0.6
C 9.505 8.973 -2.386 -0.8 -0.8 -0.3
C 8.885 7.621 -2.066 0.7 -0.1 -0.5
N 7.730 7.338 -2.911 -0.2 -0.3 0.8
C 7.305 5.941 -2.822 -0.8 -0.4 -1.2
C 6.043 5.715 -3.691 1.1 -0.6 1.4
O 6.310 5.922 -5.041 -1.0 -0.1 -1.4
C 5.065 5.911 -5.776 0.0 1.4 0.1
H 11.020 10.253 -4.983 -0.2 -0.2 0.0
H 11.439 10.437 -3.287 0.0 -0.4 0.3
H 9.882 11.037 -3.878 0.1 0.3 0.0
H 8.748 9.747 -2.264 0.0 0.3 0.3
H 10.333 9.105 -1.690 0.2 0.3 -0.1
H 8.735 7.562 -0.988 -0.7 0.0 0.0
H 9.635 6.860 -2.285 0.5 -0.2 0.1
H 8.117 7.392 -3.843 -0.3 0.5 -0.4
H 7.074 5.538 -1.836 0.0 0.7 0.3
H 8.058 5.256 -3.210 0.5 -0.1 -0.1
H 5.263 6.350 -3.269 -0.4 0.2 -0.3
H 5.776 4.665 -3.576 -0.4 -0.2 0.3
H 4.341 5.116 -5.594 0.5 -0.6 0.5
H 5.169 5.999 -6.857 0.8 -0.3 0.1
H 4.546 6.830 -5.504 -0.3 0.2 0.2
C 9.194 1.166 5.247 -0.9 0.2 -0.3
O 7.979 1.057 4.440 1.8 -0.9 0.4
C 7.249 2.268 4.194 0.6 -1.3 0.1
C 5.966 1.864 3.388 0.3 1.2 1.2
N 6.160 1.673 1.985 1.3 0.4 0.6
C 6.904 0.444 1.644 -1.7 0.8 -1.0
C 7.275 0.469 0.154 1.0 -0.8 1.4
O 6.142 0.382 -0.648 -0.6 0.2 -1.3
C 6.448 0.202 -2.039 0.4 0.0 0.2
H 9.638 0.180 5.387 -0.4 -0.1 -0.2
H 9.017 1.596 6.232 -0.6 -0.1 0.2
H 9.995 1.802 4.869 -0.2 0.2 -0.8
H 7.926 2.923 3.647 -0.4 0.4 -0.3
H 7.133 2.616 5.221 -1.0 0.9 -0.2
H 5.214 2.643 3.514 0.1 0.4 0.0
H 5.504 1.027 3.911 0.2 -0.6 0.1
H 5.336 1.963 1.478 0.3 -0.8 -0.4
H 6.236 -0.389 1.862 0.1 -0.6 -0.2
H 7.764 0.318 2.301 0.1 0.4 -0.3
H 7.926 -0.389 -0.008 0.1 -0.4 -0.2
H 7.925 1.325 -0.024 -0.3 0.5 -0.3
H 5.577 0.039 -2.675 -0.4 0.0 0.7
H 7.110 -0.651 -2.187 0.1 -0.3 0.2
H 6.965 1.046 -2.496 0.1 0.4 0.3
C -8.552 -0.806 -2.799 -0.4 -0.7 -0.4
O -8.543 0.417 -2.179 0.8 1.8 1.1
C -9.303 1.431 -2.813 0.6 1.1 -0.1
C -9.097 2.861 -2.163 -0.2 -0.6 -0.2
N -7.836 3.547 -2.502 -0.5 -0.6 0.1
C -6.710 2.913 -1.894 1.9 0.4 -0.3
C -5.451 3.842 -2.005 -1.0 -1.8 -0.3
O -5.720 5.137 -1.497 1.3 -0.4 -0.1
C -4.510 5.886 -1.356 -0.3 0.8 0.0
H -8.041 -1.555 -2.194 0.0 0.2 0.2
H -8.048 -0.770 -3.765 -0.1 -0.1 -0.3
H -9.593 -1.113 -2.897 -0.2 -0.4 -0.4
H -10.345 1.113 -2.794 -0.4 0.3 0.2
H -9.037 1.570 -3.860 0.3 -0.4 -0.3
H -9.249 2.703 -1.095 0.2 0.2 0.4
H -9.919 3.489 -2.506 -0.1 -0.1 -0.1
H -7.722 4.504 -2.197 -1.2 0.3 0.0
H -6.508 2.015 -2.478 0.4 -0.3 0.4
H -6.822 2.657 -0.840 -0.4 -0.2 0.3
H -5.153 3.761 -3.050 0.0 1.0 -0.4
H -4.629 3.325 -1.509 0.1 0.2 0.7
H -4.761 6.858 -0.931 -0.3 0.0 -0.1
H -4.000 6.075 -2.300 -0.2 -0.2 -0.3
H -3.748 5.495 -0.681 -0.3 -0.8 0.2
C -2.809 -0.904 0.433 -0.6 0.2 0.9
O -1.565 -0.204 0.399 -0.5 -0.2 -0.3
C -0.458 -1.093 0.281 0.1 0.4 -0.4
C 0.916 -0.455 0.110 -0.3 0.7 0.6
N 1.162 0.019 -1.243 -0.4 0.9 -0.8
C 0.487 1.306 -1.594 0.1 0.8 1.1
C 0.624 2.489 -0.562 0.6 -0.5 -0.7
O 1.988 2.789 -0.234 -0.7 0.8 1.0
C 1.967 4.046 0.509 0.6 -1.0 0.0
H -2.813 -1.822 1.021 0.7 -0.2 0.2
H -3.309 -1.197 -0.490 0.7 0.3 -0.7
H -3.544 -0.290 0.953 0.2 0.4 0.0
H -0.564 -1.636 -0.658 -0.3 -0.7 0.2
H -0.456 -1.703 1.185 0.1 -0.5 -0.1
H 1.618 -1.228 0.423 0.2 -0.2 -0.6
H 1.121 0.326 0.843 -0.3 0.3 0.3
H 2.152 0.123 -1.415 0.1 0.0 0.2
H -0.584 1.161 -1.736 -0.1 -0.3 0.4
H 0.767 1.738 -2.554 0.8 -0.6 -0.1
H 0.048 2.285 0.340 0.0 0.0 0.2
H 0.281 3.429 -0.995 -0.8 -0.2 -0.4
H 2.882 4.088 1.100 0.2 0.2 -0.5
H 1.186 4.127 1.266 -0.5 -0.5 -0.1
H 1.834 4.907 -0.146 0.3 0.0 -0.2
C 2.490 -5.028 -3.804 -0.3 0.1 0.7
C 1.535 -5.740 -4.767 -0.5 0.1 -0.7
C 1.512 -7.204 -4.304 -0.9 -1.3 0.5
C 0.274 -8.029 -4.781 0.7 1.3 -0.8
C -1.029 -7.255 -4.556 0.7 -2.9 0.2
C -1.040 -5.870 -5.063 -1.5 2.6 -0.7
N 0.169 -5.136 -4.617 0.2 -1.8 1.3
O 0.143 -3.760 -4.916 0.2 -0.3 -0.6
C -1.376 -5.755 -6.586 0.0 -0.3 0.0
C -2.286 -5.244 -4.358 -0.1 0.9 0.8
C 2.024 -5.702 -6.248 0.2 0.5 0.0
H 2.092 -5.092 -2.791 -0.6 0.2 0.0
H 2.639 -3.968 -4.012 0.3 -0.1 -0.3
H 3.428 -5.555 -3.630 0.3 0.1 -0.9
H 2.454 -7.655 -4.615 0.0 -0.1 -0.3
H 1.541 -7.330 -3.222 -0.1 0.6 0.3
H 0.150 -9.044 -4.403 0.5 0.1 0.4
H 0.409 -8.136 -5.858 -0.2 -0.2 -0.3
H -1.371 -7.380 -3.528 0.5 0.7 0.4
H -1.762 -7.913 -5.021 -0.5 0.5 -0.7
H -0.642 -6.126 -7.302 0.3 -0.1 0.3
H -2.290 -6.323 -6.753 0.0 -0.1 0.0
H -1.609 -4.732 -6.881 0.2 0.1 0.3
H -2.216 -5.402 -3.282 0.1 -0.2 0.1
H -2.434 -4.168 -4.445 0.7 0.2 -0.4
H -3.272 -5.603 -4.653 0.3 -0.7 -0.4
H 1.594 -4.899 -6.846 -0.5 0.0 0.3
H 1.811 -6.641 -6.758 0.1 0.0 0.0
H 3.082 -5.458 -6.336 0.3 -0.5 0.3
H 0.555 -3.407 -4.125 -0.2 0.4 0.1
C -5.951 -10.765 4.613 0.7 1.3 0.9
C -6.805 -10.838 3.338 0.6 -1.5 0.5
C -8.225 -11.164 3.902 -0.7 1.4 -0.2
C -9.357 -10.588 3.058 0.5 0.4 -1.6
C -9.043 -9.159 2.420 -0.6 -1.6 1.4
C -7.732 -9.144 1.601 -0.9 0.8 0.9
N -6.698 -9.561 2.634 -1.8 1.4 -0.5
O -5.384 -9.230 2.239 0.1 -0.9 -0.4
C -8.047 -10.064 0.345 1.9 0.2 0.3
C -7.485 -7.620 1.135 0.3 -2.4 -0.3
C -6.251 -12.005 2.504 0.0 0.1 0.2
H -6.225 -9.879 5.186 -0.4 0.3 -0.1
H -4.881 -10.596 4.493 0.1 -0.4 -0.6
H -6.072 -11.544 5.367 -0.2 -0.6 -0.6
H -8.453 -12.223 4.023 0.7 -0.2 -0.2
H -8.308 -10.771 4.915 0.2 0.3 0.0
H -10.317 -10.605 3.574 0.1 0.2 0.1
H -9.450 -11.297 2.236 -0.4 0.1 -0.2
H -9.045 -8.512 3.297 0.5 0.5 -0.2
H -9.900 -8.858 1.818 0.1 0.0 -0.2
H -7.164 -10.245 -0.268 0.5 0.2 0.1
H -8.309 -11.077 0.650 -0.6 0.3 -0.1
H -8.722 -9.604 -0.376 -0.5 0.0 0.5
H -8.327 -7.349 0.499 -0.1 0.1 0.2
H -7.324 -6.888 1.927 -0.1 -0.3 0.1
H -6.609 -7.681 0.489 0.1 0.4 0.0
H -5.210 -11.771 2.282 0.0 -0.2 -0.1
H -6.771 -12.198 1.566 -0.1 0.1 0.1
H -6.310 -12.891 3.137 0.2 -0.2 -0.2
H -5.058 -8.657 2.937 -0.1 0.2 0.1
C 3.824 10.265 -2.115 0.2 -0.3 1.4
O 4.789 9.701 -1.186 -0.3 0.6 -0.7
H 3.149 10.838 -1.480 -0.3 -0.2 -0.1
H 4.210 11.003 -2.818 0.5 -0.4 -0.2
H 3.307 9.424 -2.579 -0.2 0.4 -0.4
H 5.310 9.060 -1.676 0.3 -0.1 -0.1
C 5.948 9.427 3.960 0.8 0.6 -0.9
O 7.001 9.848 3.038 -0.5 -0.4 0.7
H 4.969 9.803 3.664 0.0 0.2 0.0
H 5.865 8.342 4.028 0.3 -0.1 0.0
H 6.259 9.860 4.910 -0.3 -0.2 0.0
H 6.689 9.951 2.136 -0.4 -0.2 0.1
C -2.915 -4.571 5.335 -0.2 -0.6 0.9
O -2.554 -5.904 4.844 -0.6 1.8 -0.6
H -3.288 -4.652 6.356 -0.1 -0.1 0.1
H -2.198 -3.751 5.374 1.1 -0.7 -0.3
H -3.712 -4.077 4.778 -0.2 -1.0 -0.5
H -1.931 -6.378 5.400 0.0 0.6 0.4
```
Forces are in eV/Å.

SMILES: CC1(C)CCCC(C)(C)N1O.CC1(C)CCCC(C)(C)N1O.COCCNCCOC.COCCNCCOC.COCCNCCOC.COCCNCCOC.COCCNCCOC.CO.CO.CO
Energy relative to the best compared isomer or geometry (same formula, charge and spin): 6.397 eV
Kohn-Sham gap: 8.23 eV
E_LUMO: 0.27 eV
HOMO level: -7.966 eV
Total energy: -3529.4614 a.u.